Record 1
This record from the Open Molecules 2025 dataset describes 2 unconnected molecules or ions with the total composition C7H14N3 in a non-equilibrium geometry. The level of theory is the ωB97M-V functional and the def2-TZVPD basis.

E_tot in eV: -11950.09751
Lowest unoccupied orbital energy in hartree: -0.1164
Relative energy (zero: lowest compared OMol25 entry of this formula, charge and spin) in kJ/mol: 79.3
Highest occupied orbital energy in eV: -11.987

The geometry in ORCA input format:
```
! RIJCOSX wB97M-V def2-TZVPD def2/J DEFGRID3
* xyz 1 1
N 1.39 0.36 0.19
C 2.27 0.96 -0.81
C 2.30 -0.48 0.98
C 3.29 -0.13 -1.22
C 3.31 -1.10 -0.02
H 0.73 -0.26 -0.29
H 1.69 1.37 -1.66
H 2.80 1.81 -0.33
H 2.83 0.18 1.69
H 1.74 -1.23 1.56
H 2.94 -0.64 -2.14
H 4.29 0.30 -1.44
H 4.32 -1.20 0.42
H 2.97 -2.11 -0.33
C 0.65 4.12 3.33
C -0.18 4.95 4.05
C -1.45 3.53 2.90
N -0.17 3.26 2.64
N -1.46 4.55 3.76
H 1.74 4.08 3.27
H 0.05 5.77 4.73
H -2.32 3.01 2.49
H 0.15 2.51 2.00
H -2.32 4.98 4.14
*
```

Record 2
This record from the Open Molecules 2025 dataset describes 2 unconnected molecules or ions with the total composition C7H14N3O2 in a non-equilibrium geometry. The level of theory is the ωB97M-V functional and the def2-TZVPD basis.

E_tot in eV: -16046.95263
Lowest unoccupied orbital energy in hartree: 0.0932
Relative energy (zero: lowest compared OMol25 entry of this formula, charge and spin) in kJ/mol: 0.0
Highest occupied orbital energy in eV: -1.520

The geometry in ORCA input format:
```
! RIJCOSX wB97M-V def2-TZVPD def2/J DEFGRID3
* xyz -1 1
C 0.95 -0.60 -0.15
C -4.83 -0.03 -0.97
C 5.66 0.13 1.46
C -0.24 -0.17 -0.81
C -3.36 0.07 -0.56
C 4.29 0.61 1.00
C -1.33 -1.28 -0.67
N 1.86 -0.99 0.43
N -2.60 -0.96 -1.25
N 3.97 0.05 -0.31
O -2.58 -0.81 -2.58
O 3.61 0.90 -1.16
H -5.22 -1.01 -0.70
H -5.43 0.74 -0.50
H -4.88 0.07 -2.05
H 6.44 0.50 0.79
H 5.87 0.48 2.47
H 5.69 -0.96 1.44
H -0.06 0.00 -1.87
H -0.60 0.76 -0.36
H -3.00 1.08 -0.79
H -3.26 -0.10 0.52
H 3.53 0.23 1.69
H 4.24 1.71 0.99
H -1.47 -1.51 0.40
H -0.96 -2.17 -1.18
*
```

Record 3
This record from the Open Molecules 2025 dataset describes a molecular structure, C7H14N3OV in a non-equilibrium geometry. The level of theory is the ωB97M-V functional and the def2-TZVPD basis.

E_tot in eV: -39681.99918
Lowest unoccupied orbital energy (spin up / spin down) in hartree: -0.1334 / -0.1340
Highest occupied orbital energy (spin up / spin down) in eV: -11.232 / -10.463

The geometry in ORCA input format:
```
! RIJCOSX wB97M-V def2-TZVPD def2/J DEFGRID3
* xyz 1 2
C 1.59 -0.08 1.27
V 0.18 -0.31 -0.88
N 0.17 1.82 -1.01
H 0.89 -0.82 0.67
H -0.48 -0.75 -2.15
H 2.41 -0.75 1.56
H 1.25 0.34 2.25
H 2.09 0.76 0.78
H -0.66 2.18 -0.55
H 0.13 2.09 -2.00
H 0.97 2.35 -0.61
N -5.35 -3.01 -1.32
C -3.98 -2.81 -1.31
O -3.18 -3.49 -1.99
C -3.49 -1.67 -0.50
C -4.29 -0.73 0.17
C -3.67 0.32 0.89
C -2.27 0.48 0.83
N -1.56 -0.39 0.07
C -2.11 -1.50 -0.47
H -5.65 -3.84 -1.78
H -5.94 -2.61 -0.58
H -5.39 -0.80 0.15
H -4.25 1.04 1.46
H -1.73 1.26 1.39
H -1.40 -2.22 -0.87
*
```

Record 4
This record from the Open Molecules 2025 dataset describes a gas-phase ion, C7H14N5 (charge +1) in a non-equilibrium geometry. The level of theory is the ωB97M-V functional and the def2-TZVPD basis.

E_tot in eV: -14926.83763
Lowest unoccupied orbital energy in hartree: -0.1340
Relative energy (zero: lowest compared OMol25 entry of this formula, charge and spin) in kJ/mol: 233.6
Highest occupied orbital energy in eV: -13.364
Structure (SMILES): CC(C)=NC(C)(C)[n+]1c[nH]nn1

The geometry in ORCA input format:
```
! RIJCOSX wB97M-V def2-TZVPD def2/J DEFGRID3
* xyz 1 1
C -2.04 2.36 0.25
C -1.56 0.93 0.07
C -2.58 -0.18 -0.10
N -0.30 0.67 0.17
C 0.35 -0.60 0.10
C 0.31 -1.13 -1.37
C -0.16 -1.60 1.18
N 1.78 -0.12 0.38
C 2.45 0.75 -0.28
N 3.71 0.50 -0.09
N 3.79 -0.57 0.65
N 2.65 -0.94 0.95
H -2.66 2.53 -0.58
H -2.74 2.59 1.02
H -1.08 2.89 0.29
H -3.50 0.28 -0.15
H -2.39 -0.73 -1.02
H -2.49 -0.94 0.64
H -0.62 -1.61 -1.70
H 0.81 -0.38 -2.04
H 0.80 -2.02 -1.51
H -0.22 -1.05 2.13
H 0.44 -2.50 1.27
H -1.27 -1.72 0.84
H 1.97 1.66 -0.59
H 4.57 0.91 -0.50
*
```

Record 5
This record from the Open Molecules 2025 dataset describes 2 unconnected molecules or ions with the total composition C7H14NO4 in a non-equilibrium geometry. The level of theory is the ωB97M-V functional and the def2-TZVPD basis.

E_tot in eV: -17154.59927
Lowest unoccupied orbital energy in hartree: -0.1045
Relative energy (zero: lowest compared OMol25 entry of this formula, charge and spin) in kJ/mol: 306.0
Highest occupied orbital energy in eV: -13.526

The geometry in ORCA input format:
```
! RIJCOSX wB97M-V def2-TZVPD def2/J DEFGRID3
* xyz 1 1
C -1.32 -1.63 0.59
C -0.50 1.87 -1.04
C -2.13 -2.61 -0.17
C -1.84 1.68 -1.60
C 2.06 1.17 1.29
C 2.05 -1.13 0.51
C 0.06 0.26 0.29
N 1.53 0.23 0.28
O -1.26 -1.46 1.77
O 0.12 2.99 -0.63
O 0.65 2.18 -1.68
O -0.55 -0.83 -0.27
H -1.51 -3.15 -0.87
H -2.61 -3.29 0.52
H -2.89 -2.08 -0.75
H -1.96 2.32 -2.47
H -2.59 1.94 -0.86
H -1.96 0.65 -1.90
H 3.15 1.18 1.25
H 1.69 2.18 1.10
H 1.75 0.85 2.28
H 1.66 -1.51 1.46
H 1.74 -1.80 -0.29
H 3.14 -1.11 0.56
H -0.34 0.52 1.27
H 1.85 0.55 -0.65
*
```

Record 6
This record from the Open Molecules 2025 dataset describes 2 unconnected molecules or ions with the total composition C7H14O in a non-equilibrium geometry. The level of theory is the ωB97M-V functional and the def2-TZVPD basis.

E_tot in eV: -9532.24819
Lowest unoccupied orbital energy in hartree: 0.0320
Relative energy (zero: lowest compared OMol25 entry of this formula, charge and spin) in kJ/mol: 146.5
Highest occupied orbital energy in eV: -8.961
Structure (SMILES): C=C/C(=C/C)CC.O

The geometry in ORCA input format:
```
! RIJCOSX wB97M-V def2-TZVPD def2/J DEFGRID3
* xyz 0 1
C 0.86 2.35 -0.36
C 0.86 1.17 -0.97
C 0.27 -0.07 -0.38
C -0.79 -0.60 -0.99
C -1.48 -1.86 -0.49
C 0.88 -0.52 0.92
C 2.13 -1.38 0.60
H 1.20 3.26 -0.81
H 0.56 2.45 0.69
H 1.00 1.17 -2.05
H -1.10 -0.19 -1.93
H -2.39 -2.09 -1.04
H -1.70 -1.80 0.57
H -0.79 -2.70 -0.60
H 1.20 0.31 1.55
H 0.14 -1.10 1.47
H 1.85 -2.24 -0.01
H 2.52 -1.80 1.52
H 2.83 -0.77 0.03
O -2.31 1.21 1.11
H -2.03 0.30 1.12
H -1.86 1.55 0.31
*
```

Record 7
This record from the Open Molecules 2025 dataset describes 2 unconnected molecules or ions with the total composition C7H14O in a non-equilibrium geometry. The level of theory is the ωB97M-V functional and the def2-TZVPD basis.

E_tot in eV: -9530.15084
Lowest unoccupied orbital energy in hartree: 0.0207
Relative energy (zero: lowest compared OMol25 entry of this formula, charge and spin) in kJ/mol: 348.9
Highest occupied orbital energy in eV: -9.029
Structure (SMILES): C=C(C)C(=C)CC.O

The geometry in ORCA input format:
```
! RIJCOSX wB97M-V def2-TZVPD def2/J DEFGRID3
* xyz 0 1
C -1.44 -0.42 -1.96
C -1.00 0.73 -1.40
C -1.81 1.98 -2.04
C 0.30 0.90 -0.61
C 1.28 1.45 -1.25
C 0.40 0.19 0.78
C 1.14 0.91 1.92
H -1.12 -1.42 -1.60
H -2.15 -0.26 -2.66
H -1.11 2.81 -2.04
H -2.35 1.71 -2.96
H -2.57 2.31 -1.37
H 2.23 1.64 -0.67
H 1.51 1.60 -2.31
H 0.95 -0.64 0.51
H -0.66 0.00 1.16
H 1.29 0.06 2.71
H 0.62 1.94 2.28
H 2.03 1.31 1.64
O 0.48 -5.78 3.40
H 0.73 -5.23 2.54
H 1.26 -5.79 3.93
*
```

Record 8
This record from the Open Molecules 2025 dataset describes 2 unconnected molecules or ions with the total composition C7H14O in a non-equilibrium geometry. The level of theory is the ωB97M-V functional and the def2-TZVPD basis.

E_tot in eV: -9531.76627
Lowest unoccupied orbital energy in hartree: 0.0319
Relative energy (zero: lowest compared OMol25 entry of this formula, charge and spin) in kJ/mol: 193.0
Highest occupied orbital energy in eV: -8.743
Structure (SMILES): C=C(/C=C/C)CC.O

The geometry in ORCA input format:
```
! RIJCOSX wB97M-V def2-TZVPD def2/J DEFGRID3
* xyz 0 1
C -1.18 1.28 0.25
C -0.67 0.28 -0.46
C 0.64 -0.29 -0.03
C 1.69 0.46 0.31
C 2.86 -0.05 1.15
C -1.19 -0.05 -1.85
C -0.14 -0.75 -2.78
H -2.13 1.72 -0.06
H -0.80 1.72 1.16
H 0.74 -1.34 0.22
H 1.83 1.51 0.08
H 2.95 0.59 2.02
H 2.64 -1.05 1.52
H 3.75 0.00 0.53
H -1.53 0.85 -2.39
H -2.10 -0.63 -1.75
H -0.60 -0.95 -3.74
H 0.31 -1.52 -2.17
H 0.62 0.02 -2.93
O -2.39 -0.67 3.28
H -1.98 -0.46 4.12
H -3.31 -0.65 3.53
*
```

Record 9
This record from the Open Molecules 2025 dataset describes a molecular structure, C7H14O3 in a non-equilibrium geometry. The level of theory is the ωB97M-V functional and the def2-TZVPD basis.

E_tot in eV: -13624.39029
Lowest unoccupied orbital energy (spin up / spin down) in hartree: -0.0045 / -0.0044
Relative energy (zero: lowest compared OMol25 entry of this formula, charge and spin) in kJ/mol: 462.4
Highest occupied orbital energy (spin up / spin down) in eV: -8.118 / -8.118

The geometry in ORCA input format:
```
! RIJCOSX wB97M-V def2-TZVPD def2/J DEFGRID3
* xyz 0 1
C -1.28 0.06 0.44
C -0.73 -0.94 -1.51
C -1.99 1.23 -0.18
C 0.21 -1.98 -1.54
H -0.92 0.33 1.42
H -1.89 -0.83 0.61
H -0.48 0.00 -1.96
H -1.79 -1.19 -1.49
H 0.98 -1.68 -0.54
H -2.72 1.65 0.52
H -1.29 2.03 -0.42
H -2.53 0.97 -1.10
H 1.01 -1.89 -2.27
H -0.15 -2.99 -1.37
C 1.14 0.09 2.35
C 1.34 1.14 0.03
C 1.26 -0.10 0.87
O 1.79 0.90 -1.22
O 1.08 2.26 0.42
O 1.69 -1.20 0.43
H 1.85 1.76 -1.67
H 2.15 0.13 2.77
H 0.63 -0.76 2.80
H 0.62 1.01 2.61
*
```